{
  "formula": "C28H20AsBrF6IN5O2S2Y",
  "method": "ωB97M-V with the def2-TZVPD basis set",
  "relative_energy_kj_mol": 67.39,
  "energy_ha": -8044.93617,
  "total_charge": 0,
  "s2": 0.775,
  "multiplicity": 2,
  "homo_energy_ev": [-8.3, -8.4],
  "symbols": ["Y", "C", "C", "N", "C", "C", "C", "O", "C", "C", "N", "C", "C", "C", "C", "C", "C", "I", "C", "O", "H", "H", "H", "H", "H", "H", "H", "H", "H", "H", "H", "H", "S", "C", "C", "C", "C", "N", "C", "C", "C", "S", "C", "N", "H", "H", "C", "C", "C", "C", "C", "Br", "N", "C", "H", "H", "H", "H", "H", "H", "F", "As", "F", "F", "F", "F", "F"],
  "xyz": [[1.0451, -0.2507, -0.1012], [-2.2097, 2.9892, -0.9150], [-2.8019, 1.6376, -0.6491], [-4.1031, 1.5538, -0.4857], [-4.6592, 0.3501, -0.2528], [-3.9409, -0.8134, -0.1633], [-4.6696, -2.1028, 0.1116], [-4.5142, -3.0718, -0.9243], [-2.5390, -0.7478, -0.3371], [-1.7663, -1.9799, -0.2911], [-0.4908, -2.0519, -0.4051], [0.1441, -3.3248, -0.4159], [-0.1036, -4.3004, 0.5376], [0.6425, -5.4699, 0.5335], [1.6391, -5.6649, -0.4108], [1.8852, -4.7001, -1.3798], [1.1284, -3.5463, -1.3763], [1.3869, -2.0483, -2.8236], [-1.9512, 0.4957, -0.5960], [-0.6627, 0.6491, -0.7985], [-2.8656, 3.7531, -0.5027], [-2.1175, 3.1595, -1.9900], [-1.2151, 3.0809, -0.4840], [-5.7359, 0.3397, -0.1250], [-5.7259, -1.8788, 0.2766], [-4.2977, -2.5813, 1.0184], [-4.8994, -2.7126, -1.7306], [-2.3314, -2.9067, -0.2081], [-0.8433, -4.1158, 1.3066], [0.4573, -6.2234, 1.2870], [2.2378, -6.5653, -0.3919], [2.6636, -4.8436, -2.1159], [-0.0358, -0.6300, 2.4183], [0.9641, 0.4165, 3.3176], [1.4095, 0.0152, 4.6017], [2.1360, 0.8518, 5.4003], [2.5626, 0.3919, 6.6982], [2.8856, 0.0160, 7.7340], [2.4500, 2.1751, 4.9689], [2.0363, 2.6002, 3.7421], [1.3208, 1.7411, 2.8626], [0.8875, 2.2926, 1.3309], [3.1961, 3.0655, 5.8218], [3.7850, 3.7773, 6.5037], [1.1693, -0.9802, 4.9469], [2.2708, 3.6021, 3.4114], [-1.8501, 3.6681, -5.2492], [-0.6895, 3.2346, -4.3953], [0.0857, 4.1455, -3.6854], [1.1267, 3.7052, -2.8866], [1.3374, 2.3392, -2.8551], [2.7404, 1.6431, -1.7455], [0.6435, 1.4450, -3.5075], [-0.3596, 1.8922, -4.2662], [-1.6894, 4.6671, -5.6518], [-2.7729, 3.6896, -4.6649], [-2.0040, 2.9826, -6.0817], [-0.1329, 5.2052, -3.7450], [1.7362, 4.3831, -2.3077], [-0.9284, 1.1338, -4.7935], [2.3018, -2.1036, 1.0540], [3.9328, -1.4079, 1.0182], [3.9921, -1.4764, 2.7143], [4.6066, -2.9470, 0.7865], [5.4133, -0.5886, 0.8720], [3.6024, -1.2276, -0.6951], [3.0842, 0.1729, 1.1293]]
}

=====

{
  "formula": "C32H50O23S",
  "method": "ωB97M-V with the def2-TZVPD basis set",
  "smiles": "C[C@H]1COC(=O)O1.C[C@H]1COC(=O)O1.C[C@H]1COC(=O)O1.C[C@H]1COC(=O)O1.C[C@H]1COC(=O)O1.C[C@H]1COC(=O)O1.C[C@H]1COC(=O)O1.O=S1(=O)CCCC1",
  "relative_energy_kj_mol": 324.75,
  "energy_ha": -3377.56033,
  "total_charge": 0,
  "homo_energy_ev": -9.6,
  "symbols": ["C", "C", "C", "O", "C", "O", "O", "H", "H", "H", "H", "H", "H", "C", "C", "C", "O", "C", "O", "O", "H", "H", "H", "H", "H", "H", "C", "C", "C", "O", "C", "O", "O", "H", "H", "H", "H", "H", "H", "C", "C", "C", "O", "C", "O", "O", "H", "H", "H", "H", "H", "H", "C", "C", "C", "O", "C", "O", "O", "H", "H", "H", "H", "H", "H", "C", "C", "C", "O", "C", "O", "O", "H", "H", "H", "H", "H", "H", "C", "C", "C", "O", "C", "O", "O", "H", "H", "H", "H", "H", "H", "C", "C", "C", "S", "O", "O", "C", "H", "H", "H", "H", "H", "H", "H", "H"],
  "xyz": [[-5.5517, -2.6707, -0.6304], [-5.5517, -1.5797, 0.4516], [-6.3277, -1.8427, 1.8526], [-5.1077, -1.7117, 2.6786], [-4.0047, -1.3397, 2.0576], [-2.8977, -1.0747, 2.6246], [-4.1417, -1.3227, 0.7786], [-5.4497, -3.6707, -0.3384], [-4.8507, -2.5907, -1.3474], [-6.3997, -2.6667, -1.0734], [-5.8187, -0.6807, 0.0466], [-6.6667, -2.7587, 2.0026], [-7.0697, -0.9657, 1.8616], [6.7603, -0.3777, 2.0106], [5.3043, -0.4817, 2.4686], [4.9023, 0.5743, 3.6086], [4.0803, 1.4273, 2.8516], [3.7943, 1.0053, 1.6116], [3.1383, 1.6053, 0.8036], [4.5233, -0.0337, 1.3726], [6.9403, 0.5603, 1.7106], [6.9343, -1.1177, 1.1796], [7.3953, -0.6377, 2.7056], [4.9173, -1.5487, 2.8246], [5.8063, 0.9193, 3.8636], [4.3843, 0.3633, 4.6806], [-4.0147, 4.2013, -0.9584], [-4.1437, 3.5053, 0.3526], [-3.6637, 1.9183, 0.2586], [-2.6197, 1.9813, 1.2446], [-2.3727, 3.1753, 1.8336], [-1.4237, 3.5083, 2.6156], [-3.1957, 4.0453, 1.2206], [-3.1877, 4.1203, -1.4454], [-4.1197, 5.3893, -0.7694], [-4.7917, 3.8863, -1.5384], [-5.0637, 3.5193, 0.9546], [-3.6197, 1.4323, -0.7324], [-4.4477, 1.3983, 0.7576], [-0.1917, 4.2093, -2.9964], [0.4193, 5.1073, -1.8704], [-0.5477, 5.3063, -0.5604], [0.2953, 4.9973, 0.5126], [1.4233, 4.4263, 0.0086], [2.3873, 4.1343, 0.6626], [1.4733, 4.4303, -1.3104], [-0.1617, 3.1983, -2.7524], [0.4153, 4.5693, -3.9984], [-1.3057, 4.3473, -3.1974], [0.7043, 6.1323, -2.3014], [-1.4977, 4.8523, -0.6444], [-0.5377, 6.3343, -0.4604], [0.3443, 1.2513, -0.5744], [-0.3667, 0.3583, -1.4364], [-1.3227, -0.7187, -0.7854], [-2.4617, -0.7177, -1.6414], [-2.3647, 0.1153, -2.4744], [-3.2317, 0.1733, -3.4444], [-1.2177, 0.8553, -2.4354], [0.6803, 0.6013, 0.1326], [-0.3437, 1.9873, -0.1764], [0.9773, 1.7263, -1.0004], [0.3833, -0.0797, -1.9134], [-1.4987, -0.3747, 0.1106], [-0.8877, -1.7357, -0.6714], [6.1513, -1.9737, -2.4274], [4.7713, -1.9477, -2.7164], [3.7473, -1.1727, -1.7924], [2.9653, -0.3937, -2.6024], [3.4423, -0.4597, -3.7984], [3.0283, 0.1003, -4.7904], [4.5103, -1.3087, -3.8904], [6.3153, -2.3397, -1.5394], [6.6723, -0.8577, -2.2984], [6.9733, -2.6337, -3.0654], [4.5133, -3.0327, -2.7534], [4.2773, -0.5007, -1.1384], [3.1393, -1.6977, -1.3884], [-1.3547, -3.5307, -3.8504], [-0.9297, -4.7997, -3.0424], [0.0763, -5.5777, -3.7934], [1.1993, -5.3697, -3.0384], [0.9733, -4.6837, -1.9034], [1.7763, -4.4337, -1.1204], [-0.3407, -4.5247, -1.8004], [-2.2327, -2.9727, -3.2244], [-1.6497, -3.7527, -4.9824], [-0.5887, -2.7677, -3.9174], [-1.7417, -5.2417, -2.6324], [0.1733, -5.6507, -4.9514], [0.0293, -6.6147, -3.4894], [0.0763, 0.7963, 4.7456], [-0.9427, -0.1887, 5.3016], [-0.4647, -1.6927, 4.8576], [0.7113, -1.3437, 3.4496], [0.1773, -1.9787, 2.1996], [1.9573, -1.6727, 3.8666], [0.5453, 0.3773, 3.3696], [1.1493, 0.7723, 5.4196], [-0.3337, 1.7083, 4.8586], [-1.9217, 0.1693, 4.8156], [-0.8947, -0.1897, 6.3556], [-1.4187, -2.4247, 4.6766], [0.0933, -2.2917, 5.4256], [0.0033, 0.4243, 2.5366], [1.4213, 0.7203, 2.8336]]
}

=====

Question: Number 1 is which compound?
Answer: C28H20AsBrF6IN5O2S2Y